Record 1
C6H13P | ωB97M-V/def2-TZVPD

Calculated values
LUMO level (alpha / beta) ... -0.1 / -0.8 eV
Frontier orbital gap (alpha / beta) ... 0.301 / 0.270 Eh
E_HOMO (alpha / beta) ... -0.303 / -0.299 Ha
Relative energy (zero: lowest compared OMol25 entry of this formula, charge and spin) ... 439.9 kJ/mol

Last column: Mulliken charge in e.
Cartesian coordinates (Å):
P (-4.13932, 1.16444, 0.42733)  -0.012
C (-3.59779, 0.15013, -0.76066)  -0.303
C (1.25130, -0.77780, -1.06535)  -1.678
C (0.94540, 1.37676, 0.11677)  -1.753
C (-0.69149, -0.30687, 0.21639)  -1.757
C (0.76187, -0.16437, 0.20076)  2.421
C (1.67971, -0.60871, 1.38522)  -1.303
H (2.30514, -0.50344, -1.27319)  0.387
H (-1.26637, 0.32666, 0.79205)  0.366
H (2.77653, -0.85593, 1.17808)  0.286
H (-2.92854, -0.60756, -0.65057)  0.146
H (1.24702, -1.88198, -0.88556)  0.413
H (-3.74724, 0.35250, -1.79233)  0.255
H (0.23425, 1.82468, -0.51495)  0.474
H (-1.21230, -1.16087, -0.27904)  0.298
H (0.83164, 1.97312, 1.08853)  0.398
H (1.36973, -1.53667, 1.93498)  0.334
H (1.58809, 0.28946, 2.08391)  0.329
H (0.62782, -0.65090, -2.01684)  0.325
H (1.96454, 1.59733, -0.18553)  0.374

Forces on the atoms, in the same order (eV/Å):
P 0.0 -0.5 -0.4
C -1.4 2.5 0.5
C 0.6 -1.9 -1.9
C 1.0 0.6 1.9
C -0.1 -2.8 -0.3
C 0.9 1.8 -0.2
C -0.1 0.0 1.7
H -0.6 -0.1 0.0
H -1.2 1.2 1.1
H -1.4 0.9 -0.4
H 1.5 -2.2 0.7
H 0.1 0.6 -0.3
H -0.6 0.3 -0.9
H -0.7 0.5 -1.3
H 0.8 0.7 0.5
H -0.1 -1.3 -0.9
H -0.3 0.8 -0.5
H 0.6 -1.6 -0.4
H 0.7 0.3 1.4
H 0.1 0.2 -0.4

***

Record 2
C6H13P | ωB97M-V/def2-TZVPD

Calculated values
LUMO level (alpha / beta) ... 0.0 / 0.3 eV
Frontier orbital gap (alpha / beta) ... 0.309 / 0.321 Eh
E_HOMO (alpha / beta) ... -0.309 / -0.310 Ha
Relative energy (zero: lowest compared OMol25 entry of this formula, charge and spin) ... 373.2 kJ/mol

Last column: Mulliken charge in e.
Cartesian coordinates (Å):
P (2.17881, -0.51687, 0.16596)  -0.030
C (-1.82264, -0.25390, -0.70888)  -2.057
C (0.58149, -0.81273, -0.67860)  -0.916
C (-0.55557, -0.14800, 0.13896)  1.912
C (-0.19290, 1.24191, 0.58420)  -1.302
C (-0.82234, -0.98051, 1.34730)  -1.664
C (2.52203, 1.09234, -0.44960)  -0.774
H (0.35744, -1.88708, -0.96996)  0.422
H (-0.86298, 1.98370, 0.14185)  0.323
H (0.32810, 1.45207, 1.51487)  0.418
H (3.12025, 1.81019, 0.13835)  0.334
H (2.49762, 1.29961, -1.43121)  0.417
H (-0.03174, -1.15675, 2.01889)  0.467
H (-1.65594, -0.46556, 1.89994)  0.382
H (3.16100, -1.16369, -0.64660)  0.026
H (0.62539, -0.26296, -1.65709)  0.273
H (-1.21247, -2.03834, 1.22127)  0.338
H (-1.97471, -1.25242, -0.98009)  0.477
H (-2.60399, 0.11793, -0.11627)  0.526
H (-1.95266, 0.29583, -1.63412)  0.428

Forces on the atoms, in the same order (eV/Å):
P 0.5 -0.8 0.9
C 0.6 1.5 -0.2
C 0.1 -0.1 -2.1
C 1.0 -1.0 -0.9
C -0.5 0.1 -0.9
C -2.9 -1.2 1.5
C 0.5 0.7 3.5
H 0.3 1.1 0.8
H 0.6 0.3 0.3
H -0.2 -0.1 -0.2
H -0.5 -0.5 -0.2
H -0.4 0.8 -3.5
H 1.4 0.4 0.8
H 0.8 -0.5 -0.1
H -0.5 -0.3 -0.2
H 0.0 -0.5 0.6
H 0.3 1.1 -0.7
H -0.4 -1.7 -0.1
H -1.5 0.1 1.0
H 0.9 0.5 -0.3

***

Record 3
C6H13P | ωB97M-V/def2-TZVPD

Calculated values
LUMO level ... 0.7 eV
Frontier orbital gap ... 0.277 Eh
SMILES ... CP(C)(C)=C1CC1
E_HOMO ... -0.250 Ha
Relative energy (zero: lowest compared OMol25 entry of this formula, charge and spin) ... 321.9 kJ/mol

Last column: Mulliken charge in e.
Cartesian coordinates (Å):
P (-0.17472, 0.33261, -0.11711)  0.873
C (0.86686, 1.83157, -0.27910)  -1.215
C (-1.00986, 0.33792, -1.83817)  -1.166
C (0.56908, -2.09678, 1.27620)  -0.417
C (1.34476, -2.18140, 0.02504)  -0.557
C (0.88545, -0.77428, 0.63353)  -0.408
C (-1.39150, 1.08600, 0.95001)  -1.190
H (-0.38486, -0.14826, -2.67094)  0.300
H (1.76683, 1.84116, -0.82215)  0.407
H (-1.97803, 2.02205, 0.62567)  0.317
H (-0.50823, -2.39879, 1.47164)  0.215
H (0.33294, 2.66284, -0.78875)  0.343
H (-0.72068, 1.28854, 1.78779)  0.383
H (-2.16750, 0.39486, 1.21879)  0.388
H (1.18716, -2.39685, 2.11171)  0.204
H (2.35553, -2.49004, 0.37852)  0.187
H (1.05945, -2.54119, -0.98378)  0.252
H (1.09014, 1.97557, 0.82835)  0.303
H (-1.86848, -0.16369, -1.74328)  0.450
H (-1.25434, 1.41816, -2.06397)  0.331

Forces on the atoms, in the same order (eV/Å):
P 1.4 1.0 -2.4
C -1.2 0.8 1.3
C 3.9 1.8 -0.5
C -2.6 -0.4 0.6
C 0.7 0.7 0.1
C 0.2 -1.4 -0.3
C -1.0 1.0 0.2
H -0.8 0.9 1.4
H 1.4 -1.0 -0.5
H 1.5 -1.3 0.1
H 1.3 0.1 -0.8
H -0.2 -0.2 0.9
H -0.7 0.2 0.5
H -0.2 -0.6 0.4
H -0.1 0.3 0.4
H -0.4 0.5 -1.2
H -0.2 0.2 1.0
H -0.1 0.5 -1.5
H -3.5 -2.1 0.2
H 0.4 -1.2 0.1

***

Record 4
C6H14 | ωB97M-V/def2-TZVPD

Calculated values
LUMO level (alpha / beta) ... 3.8 / 3.5 eV
Frontier orbital gap (alpha / beta) ... 0.191 / 0.163 Eh
Total charge ... -1
2S+1 ... 2
E_HOMO (alpha / beta) ... -0.050 / -0.034 Ha
⟨S²⟩ ... 0.76
Relative energy (zero: lowest compared OMol25 entry of this formula, charge and spin) ... 338.0 kJ/mol

Last column: Mulliken spin population.
Cartesian coordinates (Å):
C (-0.03886, 2.22926, -1.12668)  0.083
C (0.84160, 0.88707, -0.84648)  -0.055
C (0.10381, -0.37320, -0.59892)  0.778
C (-1.42630, 2.06073, -0.45571)  -0.042
C (-0.02669, -1.04986, 0.76264)  -0.063
C (0.60610, -2.43018, 0.81849)  0.016
H (-2.23529, 1.70774, -1.12835)  -0.002
H (0.18855, -1.18275, -1.32382)  0.001
H (0.14196, -2.97579, 1.87631)  0.177
H (0.02171, -3.32577, 2.83292)  -0.001
H (1.49395, 0.83435, -1.73442)  0.006
H (-0.20717, 2.23274, -2.20315)  -0.007
H (-1.29855, 1.14376, 0.13511)  0.041
H (0.43295, -2.96304, -0.12399)  0.021
H (1.54353, 1.22048, -0.04838)  0.009
H (-1.76845, 2.87623, 0.18933)  0.000
H (0.59515, 3.02768, -0.73831)  -0.009
H (1.68208, -2.34417, 1.03087)  0.006
H (0.42155, -0.41513, 1.56157)  0.016
H (-1.07164, -1.16013, 1.12097)  0.026

Forces on the atoms, in the same order (eV/Å):
C -0.4 -2.1 0.2
C 0.5 1.7 -0.5
C 0.6 -1.4 0.9
C 0.2 -0.9 0.3
C -0.2 1.0 0.5
C 0.4 0.7 -0.4
H 0.5 0.8 0.0
H -0.3 0.5 -0.6
H 0.6 0.1 -0.9
H -0.6 -0.5 1.3
H -0.1 -0.3 0.1
H 0.4 0.7 -0.1
H -0.3 0.5 0.5
H 0.0 -0.3 0.1
H -0.5 -0.7 0.1
H 0.0 0.0 -0.3
H -0.5 0.4 -0.4
H 0.0 -0.2 -0.3
H -0.1 -0.2 -0.5
H -0.1 0.1 -0.3

***

Record 5
C6H14 | ωB97M-V/def2-TZVPD

Calculated values
LUMO level ... 1.2 eV
Frontier orbital gap ... 0.445 Eh
SMILES ... CCC(C)CC
E_HOMO ... -0.400 Ha
Relative energy (zero: lowest compared OMol25 entry of this formula, charge and spin) ... 16.2 kJ/mol

Last column: Mulliken charge in e.
Cartesian coordinates (Å):
C (-2.49618, -0.35403, 0.62868)  -1.240
C (0.01365, 0.01420, 0.22840)  0.711
C (-0.05083, 1.51550, 0.03537)  -1.548
C (2.62128, -0.10229, -0.24630)  -1.301
C (1.20216, -0.60919, -0.50465)  -0.616
C (-1.27681, -0.71186, -0.21635)  -0.609
H (2.87262, -0.19164, 0.81327)  0.306
H (-0.86260, 1.93258, 0.63187)  0.424
H (-2.75371, 0.70568, 0.53477)  0.297
H (3.36408, -0.68369, -0.81493)  0.377
H (1.03376, -0.59376, -1.58707)  0.318
H (1.08682, -1.63878, -0.18278)  0.319
H (-0.21213, 1.76941, -1.02000)  0.292
H (0.12842, -0.18726, 1.31288)  0.182
H (-3.37148, -0.93822, 0.32604)  0.372
H (-2.30700, -0.56027, 1.68946)  0.307
H (-1.48107, -0.49136, -1.27541)  0.313
H (-1.13198, -1.80293, -0.16486)  0.378
H (2.73393, 0.94581, -0.54516)  0.321
H (0.88708, 1.98210, 0.35676)  0.397

Forces on the atoms, in the same order (eV/Å):
C -0.1 0.1 0.0
C 0.0 0.0 0.0
C -0.1 0.2 0.0
C -0.1 0.0 0.1
C -0.1 -0.4 0.0
C 0.0 0.1 0.0
H 0.1 0.1 0.0
H 0.0 0.2 -0.1
H 0.0 -0.1 0.0
H -0.3 0.1 0.2
H -0.2 0.0 0.0
H 0.6 -0.6 -0.3
H 0.0 0.0 0.1
H 0.1 0.1 -0.3
H 0.1 0.1 0.0
H 0.0 0.0 -0.1
H 0.1 0.0 0.2
H 0.1 0.3 0.0
H 0.0 -0.1 0.1
H -0.2 0.0 0.0

***

Record 6
C6H14 | ωB97M-V/def2-TZVPD

Calculated values
LUMO level ... -1.6 eV
Frontier orbital gap ... 0.184 Eh
E_HOMO ... -0.242 Ha
Relative energy (zero: lowest compared OMol25 entry of this formula, charge and spin) ... 829.5 kJ/mol

Last column: Mulliken charge in e.
Cartesian coordinates (Å):
C (2.14675, -1.74096, 0.40035)  -0.656
C (1.15526, -1.20238, -0.68802)  -0.466
C (-1.85577, 0.69346, -0.22263)  -0.656
C (-1.83322, 1.35148, 1.15797)  -0.871
C (-0.41208, 0.96923, -0.90954)  -0.764
C (0.69167, 0.22288, -0.14815)  -0.335
H (2.38286, -2.78943, 0.13189)  0.423
H (-1.90384, 2.39915, 1.10209)  0.326
H (-2.60273, 0.91006, 1.79770)  0.303
H (-2.59983, 1.28121, -0.69043)  0.370
H (-2.04234, -0.33208, -0.35990)  0.364
H (3.06658, -1.12863, 0.49956)  0.321
H (0.31600, -1.94531, -0.80570)  0.261
H (-0.77318, 0.81151, 1.32490)  0.205
H (1.37247, 1.04574, 0.20969)  0.270
H (-0.44714, 0.81056, -1.96319)  0.382
H (1.61237, -1.14050, -1.65377)  0.380
H (1.55921, -1.82521, 1.41281)  -0.794
H (1.06342, -1.90604, 2.16780)  0.602
H (-0.35953, 2.04666, -0.71337)  0.336

Forces on the atoms, in the same order (eV/Å):
C 1.2 -1.2 -4.3
C -0.8 1.3 4.8
C 1.1 2.2 -1.3
C 2.6 -4.9 0.1
C -1.7 0.1 2.5
C -0.5 0.0 -2.5
H 0.3 0.4 0.4
H 0.4 1.2 0.0
H 0.3 0.3 0.1
H -0.9 0.1 -1.7
H -0.6 -1.4 0.6
H -0.7 -0.4 0.3
H 0.5 1.1 0.2
H -1.9 2.1 1.7
H 0.1 -1.8 0.1
H 0.0 -0.4 -0.8
H 0.9 0.4 -0.5
H 0.1 0.2 -0.1
H -1.1 0.7 0.9
H 0.7 -0.1 -0.4

***

no.,F_max (eV/A)
1,2.92
2,3.63
3,4.32
4,2.13
5,0.88
6,5.51